Here is an isolated molecule of C3H7NO2 at a distorted geometry from the OMol25 dataset. Energies are from ωB97M-V with the def2-TZVPD basis set.

Geometry (Å):
O: 1.141 -1.159 -0.725
C: 0.512 -0.127 -0.602
O: 0.837 1.051 -1.357
C: -0.290 0.339 0.582
C: -0.279 -0.683 1.725
N: -1.638 0.627 0.181
H: 1.072 0.490 -2.035
H: -0.040 1.318 0.991
H: 0.696 -0.972 1.946
H: -0.729 -1.593 1.349
H: -0.743 -0.290 2.644
H: -2.254 0.242 0.899
H: -2.009 0.115 -0.628

Computed properties:
LUMO energy = 0.591 eV
SMILES = C[C@H](N)C(=O)O
energy relative to the best compared isomer or geometry (same formula, charge and spin) = 1.840 eV
total energy = -8808.68933 eV